# 1
Here is a structure of composition C37H68BrO5PS5SiTc at a distorted geometry from the OMol25 dataset. Energies are from ωB97M-V/def2-TZVPD.

Last column: Löwdin charge in e.
Cartesian coordinates (Å):
Tc: 1.0456 1.4542 0.0109  0.664
S: 6.2783 2.9715 4.8611  0.586
C: 5.1417 2.5233 3.7818  -1.474
S: 5.4724 2.3007 2.0784  0.922
C: 3.8475 1.8573 1.6096  -1.097
C: 2.9138 1.8211 2.6197  -1.055
S: 1.2878 1.3388 2.4082  0.694
S: 3.4795 2.2106 4.2229  0.927
S: 3.5195 1.4093 0.0070  0.679
Br: 1.2761 3.8837 0.0268  0.155
C: 2.3776 1.3888 -4.4266  -0.140
C: 2.0181 -0.0703 -4.1432  -0.143
C: 1.0347 0.0538 -2.9763  -0.179
O: 1.2637 1.3309 -2.3662  -0.309
C: 2.3706 1.9588 -3.0132  -0.230
H: 1.6094 1.8699 -5.0319  0.116
H: 3.3398 1.5107 -4.9167  0.117
H: 2.9055 -0.6218 -3.8287  0.113
H: 1.5746 -0.5843 -4.9949  0.115
H: 1.1725 -0.7300 -2.2289  0.082
H: -0.0080 0.0576 -3.3151  0.121
H: 3.3053 1.6986 -2.4997  0.066
H: 2.2210 3.0406 -2.9621  0.113
C: 0.8472 -5.0330 -0.7509  -0.014
C: 0.8974 -3.7868 -1.6368  -0.633
C: -0.5283 -3.2809 -1.8555  -0.015
C: 1.5716 -4.0994 -2.9763  -0.012
O: 1.6762 -2.7790 -1.0363  -0.112
Si: 1.5275 -1.9415 0.3628  0.006
O: 0.9814 -0.4951 -0.0142  -0.440
O: 0.4115 -2.6341 1.3302  -0.096
C: 0.4056 -3.0722 2.6754  -0.630
C: 1.5202 -4.0932 2.9145  -0.016
C: -0.9645 -3.7163 2.9113  -0.013
C: 0.6035 -1.8896 3.6226  -0.028
O: 3.0119 -1.8569 1.0465  -0.094
C: 4.2947 -2.2402 0.5669  -0.624
C: 5.3238 -1.5970 1.4983  -0.013
C: 4.4391 -3.7637 0.6070  -0.016
C: 4.5251 -1.7696 -0.8705  -0.038
H: 0.3088 -5.8286 -1.2585  0.090
H: 0.3356 -4.7805 0.1729  0.063
H: 1.8495 -5.3801 -0.5146  0.080
H: -1.1705 -4.0801 -2.2153  0.096
H: -0.5341 -2.4674 -2.5748  0.077
H: -0.8940 -2.9157 -0.9007  0.060
H: 1.0112 -4.8579 -3.5131  0.087
H: 2.5848 -4.4556 -2.8101  0.087
H: 1.6161 -3.1958 -3.5799  0.074
H: 1.4544 -4.9050 2.1974  0.081
H: 1.4456 -4.4975 3.9199  0.090
H: 2.4801 -3.5993 2.7952  0.067
H: -1.1328 -4.5100 2.1895  0.083
H: -1.7501 -2.9742 2.7966  0.074
H: -1.0154 -4.1317 3.9122  0.086
H: 1.5484 -1.4035 3.3948  0.061
H: 0.6170 -2.2341 4.6529  0.093
H: -0.1956 -1.1641 3.5040  0.067
H: 5.1311 -1.8789 2.5306  0.092
H: 5.2805 -0.5141 1.4207  0.037
H: 6.3229 -1.9198 1.2230  0.090
H: 4.3665 -4.1343 1.6261  0.081
H: 5.4034 -4.0532 0.1977  0.089
H: 3.6512 -4.2101 0.0088  0.065
H: 4.4265 -0.6894 -0.9329  0.012
H: 3.7886 -2.2255 -1.5243  0.069
H: 5.5243 -2.0470 -1.1935  0.092
C: -4.5996 -1.3250 -0.5379  -0.197
C: -3.4469 -1.8073 0.3368  -0.181
C: -2.5637 -0.6335 0.8067  -0.189
C: -2.7015 0.5629 -0.1410  -0.408
C: -2.7165 0.0093 -1.5620  -0.197
C: -4.0523 -0.6962 -1.8236  -0.174
P: -1.4092 1.8934 0.0676  1.031
C: -1.9324 3.2652 -1.1257  -0.425
C: -3.4432 3.5219 -1.3111  -0.191
C: -3.9198 3.2783 -2.7418  -0.199
C: -3.1809 4.1624 -3.7486  -0.188
C: -1.6940 4.3044 -3.3894  -0.180
C: -1.2293 3.1654 -2.4872  -0.247
C: -1.7737 2.6878 1.7300  -0.454
C: -3.0297 3.5600 1.8536  -0.189
C: -3.2669 3.9466 3.3280  -0.187
C: -1.9748 3.8968 4.1370  -0.196
C: -1.4284 2.4648 4.1841  -0.199
C: -1.7873 1.7069 2.9031  -0.267
H: -5.1931 -0.5942 0.0165  0.111
H: -5.2615 -2.1567 -0.7836  0.109
H: -2.8567 -2.5200 -0.2372  0.093
H: -3.8394 -2.3388 1.2052  0.108
H: -1.5184 -0.9494 0.8468  0.089
H: -2.8701 -0.3483 1.8101  0.091
H: -3.6584 1.0588 0.0542  0.102
H: -1.8871 -0.6906 -1.6600  0.097
H: -2.5710 0.7952 -2.2965  0.069
H: -3.9094 -1.4655 -2.5829  0.111
H: -4.7812 0.0178 -2.2120  0.105
H: -1.5014 4.1464 -0.6334  0.068
H: -3.6578 4.5623 -1.0624  0.118
H: -4.0416 2.9040 -0.6439  0.080
H: -4.9917 3.4775 -2.8037  0.113
H: -3.7800 2.2311 -3.0032  0.087
H: -3.6401 5.1503 -3.7797  0.106
H: -3.2900 3.7193 -4.7418  0.107
H: -1.5166 5.2464 -2.8691  0.116
H: -1.0974 4.3169 -4.3031  0.107
H: -0.1539 3.2458 -2.3406  0.041
H: -1.4223 2.2144 -2.9809  0.095
H: -0.9021 3.3406 1.8631  0.054
H: -3.9072 3.0150 1.4981  0.102
H: -2.9154 4.4600 1.2502  0.105
H: -3.9863 3.2627 3.7810  0.111
H: -3.6968 4.9472 3.3762  0.108
H: -2.1515 4.2589 5.1502  0.109
H: -1.2423 4.5612 3.6768  0.113
H: -1.8328 1.9283 5.0428  0.112
H: -0.3451 2.4964 4.2982  0.070
H: -2.7888 1.2859 3.0056  0.109
H: -1.0861 0.8886 2.7411  0.025

Output
Energy relative to the best compared isomer or geometry (same formula, charge and spin) (kcal/mol): 1.2
Multiplicity: 4
HOMO (spin up / spin down) (eV): -7.385 / -8.129
Molar mass (g mol⁻¹): 990.2


# 2
Here is a cluster of 3 separate species, C37H68ClIN4O2 in total at a distorted geometry from the OMol25 dataset. Energies are from ωB97M-V/def2-TZVPD.

Last column: Löwdin charge in e.
Cartesian coordinates (Å):
C: 4.6211 1.0514 -1.5349  -0.105
C: 3.8907 2.0217 -2.5189  -0.263
C: 3.2081 3.1942 -1.7908  -0.229
C: 2.4500 4.1602 -2.7601  -0.202
C: 0.9922 4.4542 -2.2739  -0.199
C: -0.0321 3.5414 -3.0233  -0.184
C: -1.2576 3.1575 -2.1320  -0.204
C: -2.5856 3.7171 -2.6835  -0.190
C: -3.7799 3.6060 -1.6996  -0.130
C: -4.2915 2.1750 -1.4216  -0.368
C: -3.3823 1.3702 -0.5475  -0.222
N: -2.6535 0.8266 0.0889  0.218
C: -5.6647 2.2476 -0.6507  -0.170
C: -5.5720 2.9252 0.7366  -0.680
C: -6.9277 3.6249 1.0219  -0.144
Cl: -5.3784 1.7067 2.0661  0.651
C: -4.5777 1.3215 -2.7034  -0.235
C: -3.3619 0.6816 -3.2936  -0.199
N: -2.4976 0.4559 -3.9520  0.209
C: -5.4166 2.0566 -3.7810  -0.140
C: -5.8369 1.0232 -4.8758  -0.298
C: -7.3874 0.9164 -5.0365  -0.594
I: -8.0653 -0.9398 -4.1159  0.716
H: 4.6056 1.4356 -0.5060  0.068
H: 5.6363 0.8558 -1.8993  0.053
H: 4.0855 0.0916 -1.5252  0.066
H: 3.1247 1.4603 -3.0741  0.101
H: 4.6518 2.4170 -3.2086  0.103
H: 2.4995 2.8235 -1.0306  0.107
H: 3.9750 3.7570 -1.2337  0.109
H: 3.0011 5.1080 -2.8238  0.100
H: 2.3882 3.6641 -3.7401  0.099
H: 0.9072 4.2302 -1.2028  0.094
H: 0.7651 5.5054 -2.5032  0.103
H: -0.3912 4.0041 -3.9532  0.110
H: 0.5062 2.6091 -3.2523  0.103
H: -1.2889 2.0596 -2.0860  0.082
H: -1.1151 3.4779 -1.0868  0.110
H: -2.8437 3.2968 -3.6648  0.096
H: -2.4126 4.7989 -2.8330  0.120
H: -4.5718 4.2857 -2.0484  0.128
H: -3.4220 4.0135 -0.7399  0.118
H: -6.4186 2.7752 -1.2450  0.112
H: -5.9578 1.2020 -0.4713  0.118
H: -4.8170 3.7147 0.7890  0.097
H: -7.0945 4.4017 0.2570  0.080
H: -7.7489 2.9023 0.9179  0.081
H: -6.9371 4.1013 2.0083  0.073
H: -5.2183 0.4871 -2.3701  0.139
H: -6.3436 2.4592 -3.3504  0.103
H: -4.8771 2.9100 -4.2094  0.114
H: -5.4834 0.0143 -4.6342  0.053
H: -5.3559 1.2799 -5.8311  0.114
H: -7.9164 1.7733 -4.6141  0.041
H: -7.6190 0.7795 -6.0964  0.033
C: 10.1401 -4.1083 -2.3634  -0.036
C: 8.9870 -3.2439 -1.7927  -0.482
C: 8.3308 -2.4342 -2.9188  -0.137
C: 9.1756 -1.2576 -3.3977  -0.180
C: 9.6003 -0.3802 -2.2280  -0.137
C: 10.2894 -1.1660 -1.1075  -0.493
N: 9.5062 -2.3697 -0.6965  -0.079
O: 8.5001 -1.9742 0.0237  -0.013
C: 11.7034 -1.5780 -1.5665  -0.042
C: 10.5441 -0.2256 0.0751  -0.045
C: 7.9638 -4.2621 -1.2767  -0.049
H: 10.5807 -3.6863 -3.2675  0.069
H: 10.9345 -4.2509 -1.6295  0.085
H: 9.7966 -5.1072 -2.6341  0.079
H: 7.3644 -2.0466 -2.5783  0.122
H: 8.1128 -3.0877 -3.7676  0.126
H: 10.0518 -1.6142 -3.9476  0.102
H: 8.5972 -0.6631 -4.1095  0.113
H: 10.2637 0.4084 -2.5930  0.125
H: 8.7152 0.1312 -1.8339  0.120
H: 12.1843 -2.2165 -0.8228  0.091
H: 12.3330 -0.6964 -1.6959  0.086
H: 11.7202 -2.0970 -2.5224  0.059
H: 9.6305 0.2450 0.4378  0.079
H: 11.2155 0.5811 -0.2223  0.085
H: 11.0102 -0.7576 0.9071  0.091
H: 8.3789 -4.8610 -0.4632  0.093
H: 7.6762 -4.9409 -2.0806  0.085
H: 7.0460 -3.7914 -0.9246  0.078
C: -6.2265 -1.6443 4.1645  -0.032
C: -5.0086 -1.5990 5.1226  -0.478
C: -3.9706 -2.6472 4.7008  -0.134
C: -4.3746 -4.0795 5.0416  -0.178
C: -4.7547 -4.1993 6.5133  -0.137
C: -5.8167 -3.1813 6.9437  -0.495
N: -5.4669 -1.7911 6.5314  -0.079
O: -4.5381 -1.3531 7.3278  -0.014
C: -7.1831 -3.5884 6.3546  -0.042
C: -6.0192 -3.2846 8.4590  -0.046
C: -4.3999 -0.2094 4.9061  -0.063
H: -6.3695 -2.6230 3.7046  0.070
H: -7.1494 -1.3680 4.6768  0.086
H: -6.1156 -0.9382 3.3408  0.052
H: -3.0150 -2.4337 5.1913  0.125
H: -3.7849 -2.5666 3.6267  0.128
H: -5.2008 -4.4074 4.4036  0.101
H: -3.5421 -4.7526 4.8221  0.113
H: -5.1122 -5.2124 6.7158  0.124
H: -3.8520 -4.0717 7.1205  0.125
H: -7.9413 -2.8327 6.5697  0.091
H: -7.5230 -4.5267 6.7958  0.085
H: -7.1647 -3.7556 5.2800  0.059
H: -5.0934 -3.1366 9.0145  0.079
H: -6.3884 -4.2764 8.7237  0.085
H: -6.7503 -2.5525 8.8087  0.091
H: -5.0973 0.5779 5.2017  0.090
H: -4.1592 -0.0641 3.8527  0.046
H: -3.4690 -0.0682 5.4552  0.081

Output
Multiplicity: 3
HOMO (spin up / spin down) (eV): -8.402 / -9.182
Molar mass (g mol⁻¹): 763.3


- Look up the molar mass of the second one.
  763.3 g mol⁻¹


- Which value of multiplicity does entry 2 give?
  3


- Look up the molar mass of the second one.
  763.3 g mol⁻¹